Entry 1:
C3H5N3 | ωB97M-V/def2-TZVPD

```
11
Properties=species:S:1:pos:R:3
N 1.8183 0.2660 -0.1333
C 0.3932 -0.0481 0.0379
C -0.4090 0.9253 -0.5044
N -1.6215 0.3329 -0.1961
C -1.4491 -0.8604 0.4558
N -0.1740 -1.1419 0.6253
H 2.3549 -0.3613 -0.7385
H 2.3544 0.4544 0.7180
H 1.5923 1.1567 -0.6325
H -2.5090 0.7442 -0.4337
H -2.2823 -1.4756 0.7740
```

Its maximum force is 0.61 eV/A. For the energy above the lowest of the compared OMol25 structures with the same formula, charge and spin, the calculation gives 268.4 kJ/mol. Its HOMO-LUMO gap is 8.3 eV. The HOMO energy is -7.9103 eV. Its lowest unoccupied orbital energy is 0.0144 Ha. The energy is -7659.674 eV.


Entry 2:
C42H40CoF4N2O2SSi | ωB97M-V/def2-TZVPD

```
93
Properties=species:S:1:pos:R:3
Co 14.6136 14.2660 8.4517
C 12.3897 15.0727 6.5279
N 12.7673 15.4414 7.9244
C 11.5565 15.3516 8.7616
C 13.2209 16.8540 7.9906
C 14.5334 17.0052 7.2711
N 15.4232 15.9372 7.7509
C 16.7302 16.0806 7.4148
C 17.7034 15.3738 8.1716
F 17.2221 14.6330 9.2086
C 19.0489 15.4453 7.9095
F 19.9292 14.7552 8.6904
C 19.5659 16.2273 6.8734
C 18.6313 16.9485 6.1389
F 19.0895 17.7512 5.1333
C 17.2733 16.9008 6.3864
F 16.4611 17.6491 5.5707
H 11.6684 15.7955 6.1170
H 11.9408 14.0730 6.5592
H 13.2957 15.0719 5.9051
H 10.7924 16.0778 8.4247
H 11.8230 15.6096 9.7950
H 11.1664 14.3458 8.7069
H 13.2988 17.1118 9.0591
H 12.4538 17.5216 7.5574
H 14.9576 17.9923 7.5293
H 14.4512 16.9545 6.1754
H 20.6421 16.2812 6.6543
O 13.0415 13.0397 9.2321
S 12.6147 11.5377 9.3013
C 13.1527 10.9019 10.9262
C 12.7168 11.6413 12.1486
C 12.3829 10.9016 13.3080
C 12.0541 11.5497 14.4967
C 12.0103 12.9527 14.5463
C 12.2799 13.6938 13.3852
C 12.6138 13.0495 12.1957
C 10.7976 11.3802 9.7156
C 9.8756 12.4156 9.1779
C 9.1726 13.2666 10.0594
C 8.2744 14.2023 9.5497
C 8.0366 14.2931 8.1689
C 8.7228 13.4444 7.2924
C 9.6369 12.5051 7.7914
H 14.2456 10.8140 10.8149
H 12.7927 9.8669 10.9938
H 12.4261 9.8099 13.2831
H 11.8253 10.9720 15.3990
H 11.7657 13.4559 15.4816
H 12.2380 14.7862 13.4075
H 12.8315 13.6172 11.2842
H 10.7155 11.3239 10.8058
H 10.5185 10.3864 9.3273
H 9.3513 13.2163 11.1403
H 7.7494 14.8753 10.2398
H 7.3178 15.0145 7.7860
H 8.5265 13.4686 6.2151
H 10.1624 11.8394 7.0926
O 15.5249 12.6006 8.1076
Si 16.3599 11.5020 8.9586
C 16.2246 11.8772 10.8038
C 16.6643 10.9519 11.7838
C 16.5891 11.2731 13.1427
C 16.0780 12.5071 13.5688
C 15.6286 13.4104 12.5999
C 15.6857 13.0937 11.2502
C 18.1819 11.4550 8.6292
C 19.1267 11.8893 9.5847
C 20.5003 11.7953 9.3490
C 20.9689 11.2885 8.1370
C 20.0496 10.8730 7.1680
C 18.6759 10.9583 7.4082
C 15.8675 9.7303 8.6135
C 16.6781 8.6795 9.1110
C 16.3129 7.3433 8.9423
C 15.1424 7.0115 8.2491
C 14.3439 8.0328 7.7128
C 14.7212 9.3763 7.8686
H 17.1041 9.9938 11.4883
H 16.9226 10.5375 13.8790
H 16.0323 12.7383 14.6386
H 15.1642 14.3511 12.9040
H 15.2880 13.8176 10.5289
H 18.7821 12.3296 10.5243
H 21.1966 12.1447 10.1175
H 22.0341 11.2476 7.9246
H 20.4037 10.4557 6.2183
H 17.9906 10.6165 6.6280
H 17.6240 8.8866 9.6219
H 16.9667 6.5702 9.3537
H 14.8544 5.9636 8.1282
H 13.4353 7.8049 7.1610
H 14.1117 10.1507 7.3822
```

Its maximum force is 2.23 eV/A. Its HOMO-LUMO gap (spin up / spin down) is 8.7 / 5.1 eV. The HOMO energy (spin up / spin down) is -10.7373 / -10.7417 eV. As for the expectation value of S²: 6.05. The spin multiplicity is 5. The total charge is +1. Its lowest unoccupied orbital energy (spin up / spin down) is -0.0764 / -0.2080 Ha. The energy is -118482.456 eV.


Entry 3:
C5H8NOS | ωB97M-V/def2-TZVPD

```
16
Properties=species:S:1:pos:R:3
C -1.1917 -0.5333 1.1686
C -1.2434 -0.1455 2.4539
C 0.6918 0.7738 1.2344
C 1.8451 1.3700 0.6360
C -0.7736 -0.6216 -1.7645
N -0.1311 -0.0368 0.5118
O 0.1662 -0.1482 -0.8322
S 0.0226 0.9538 2.7572
H -1.8021 -1.1800 0.7033
H -2.0512 -0.6186 2.9660
H 2.6699 1.8062 1.3137
H 2.2419 0.6498 -0.0699
H 1.5143 2.1440 0.0514
H -0.3996 -0.0994 -2.7676
H -1.7661 -0.4343 -1.5795
H -0.5473 -1.7861 -1.9554
```

Its maximum force is 5.88 eV/A. For the energy above the lowest of the compared OMol25 structures with the same formula, charge and spin, the calculation gives 297.2 kJ/mol. Its HOMO-LUMO gap is 10.2 eV. The HOMO energy is -14.2536 eV. The total charge is +1. Its lowest unoccupied orbital energy is -0.1494 Ha. The energy is -19677.701 eV.


Entry 4:
C31H57EuN2O2P2S | ωB97M-V/def2-TZVPD

```
96
Properties=species:S:1:pos:R:3
C -0.9734 -2.2469 -1.4419
C 1.2481 -1.7402 -0.8294
C -0.5584 -3.3610 -2.1752
C 1.7010 -2.9091 -1.4978
C 0.7950 -3.7198 -2.1551
H -1.2948 -3.9334 -2.7383
H 2.7630 -3.1442 -1.4372
H 1.1349 -4.6200 -2.6718
N -0.1015 -1.5022 -0.7390
P -2.9319 -0.9090 0.1104
P 2.6338 0.7663 0.0682
C -2.4547 -1.8295 -1.4267
H -2.6488 -1.1825 -2.2969
H -3.0831 -2.7209 -1.5742
C 0.0426 2.7001 2.1940
O 0.0161 3.7666 2.6277
C 2.2324 -0.9267 -0.1446
H 3.0112 -1.5727 0.2989
C 3.7362 1.2557 -1.4449
C 3.6233 0.7444 1.7235
C -4.1875 0.4710 -0.3712
C -3.6824 -2.3291 1.1095
C 3.4708 2.7558 -1.6723
H 3.8457 3.3604 -0.8333
H 3.9885 3.0903 -2.5860
H 2.3964 2.9518 -1.7804
C 5.2404 1.0308 -1.2788
H 5.6749 1.6248 -0.4636
H 5.4793 -0.0326 -1.1463
H 5.7236 1.3613 -2.2131
C 3.2525 0.3970 -2.6182
H 3.7076 0.7478 -3.5572
H 3.5329 -0.6539 -2.4761
H 2.1613 0.4509 -2.7234
C 4.1248 2.1723 1.9941
H 3.2924 2.8805 2.1041
H 4.6952 2.1702 2.9348
H 4.7889 2.5493 1.2045
C 2.6670 0.3226 2.8559
H 1.8473 1.0465 3.0244
H 2.2513 -0.6883 2.7070
H 3.2452 0.2811 3.7916
C 4.7867 -0.2482 1.6749
H 5.5080 -0.0257 0.8837
H 5.3221 -0.1840 2.6345
H 4.4522 -1.2855 1.5569
C -4.1208 -1.7942 2.4877
H -4.5338 -2.6333 3.0714
H -3.2666 -1.3792 3.0436
H -4.8993 -1.0242 2.4127
C -2.5617 -3.3705 1.3278
H -2.2120 -3.8089 0.3856
H -1.7008 -2.9374 1.8576
H -2.9582 -4.1850 1.9515
C -4.8628 -3.0230 0.4110
H -5.1089 -3.9259 0.9932
H -5.7617 -2.3980 0.3845
H -4.6241 -3.3459 -0.6096
C -4.0410 0.8102 -1.8611
H -4.4553 0.0201 -2.5018
H -4.6098 1.7299 -2.0670
H -2.9978 0.9992 -2.1452
C -3.8061 1.7057 0.4749
H -2.7703 2.0299 0.2853
H -4.4721 2.5352 0.1996
H -3.9243 1.5174 1.5509
C -5.6556 0.1182 -0.1112
H -6.0016 -0.7081 -0.7459
H -5.8752 -0.0999 0.9407
H -6.2496 1.0041 -0.3852
Eu -0.1100 0.0416 1.2363
N 0.0220 1.4791 -0.7709
C 0.3569 1.7578 -1.8656
C 0.1241 2.5397 -3.1814
C 1.1559 2.2132 -4.2593
C -1.2405 2.1646 -3.7322
C 0.1541 4.0342 -2.8718
H 2.1629 2.5235 -3.9656
H 1.1376 1.1414 -4.4946
H 0.8930 2.7596 -5.1730
H -2.0562 2.5369 -3.1031
H -1.3531 2.6294 -4.7187
H -1.3304 1.0803 -3.8591
H -0.1582 4.5936 -3.7625
H -0.5448 4.2762 -2.0624
H 1.1591 4.3789 -2.5976
C 0.1549 -0.3668 5.5982
S -0.4932 -1.7183 4.5923
C 0.9900 -2.7368 4.4633
O -0.6538 -1.1035 3.1714
H 1.2296 -0.4796 5.7649
H -0.3542 -0.4258 6.5665
H -0.0716 0.5866 5.1144
H 0.7452 -3.6966 4.9367
H 1.2483 -2.8942 3.4090
H 1.8260 -2.2833 5.0080
```

Its maximum force is 4.12 eV/A. For the energy above the lowest of the compared OMol25 structures with the same formula, charge and spin, the calculation gives 95.1 kJ/mol. Its HOMO-LUMO gap (spin up / spin down) is 6.3 / 6.4 eV. The HOMO energy (spin up / spin down) is -8.4602 / -8.5314 eV. As for the expectation value of S²: 15.76. The spin multiplicity is 8. The total charge is +1. Its lowest unoccupied orbital energy (spin up / spin down) is -0.0784 / -0.0794 Ha. The energy is -88883.123 eV.


Entry 5:
C9H37ClN16O8Si | ωB97M-V/def2-TZVPD

```
72
Properties=species:S:1:pos:R:3
C 4.4001 0.8176 -3.6917
Si 4.5615 0.1967 -1.9483
Cl 2.6261 -0.1789 -1.2434
H 3.7308 1.6803 -3.6996
H 5.3790 1.1483 -4.0437
H 3.9952 0.0677 -4.3696
H 5.1339 1.2495 -1.0914
H 5.3199 -1.0548 -1.8396
C 5.8984 -4.2173 -1.4108
O 6.5652 -3.1971 -1.4383
N 6.4646 -5.4615 -1.4989
N 4.5370 -4.2074 -1.3021
H 5.9363 -6.3149 -1.4693
H 7.4646 -5.5102 -1.5619
H 4.0894 -3.3184 -1.1757
H 3.9861 -5.0427 -1.2395
C 0.8687 -3.4465 1.6531
O 0.7573 -4.5748 2.1038
N 1.2310 -3.2207 0.3490
N 0.6437 -2.3243 2.3896
H 1.4028 -2.3078 -0.0288
H 1.3243 -4.0282 -0.2361
H 0.3614 -2.4544 3.3424
H 0.5843 -1.4098 1.9784
C -1.3702 0.4362 -0.1873
O -0.8375 -0.0670 0.8057
N -2.7011 0.5993 -0.3049
N -0.6004 0.8755 -1.2288
H -3.1649 1.0008 -1.1019
H -3.2739 0.2774 0.4530
H 0.3827 0.7062 -1.1186
H -0.9655 1.2898 -2.0647
C -0.8259 3.3467 2.6057
O -1.0862 4.2771 3.3615
N -0.2991 3.5577 1.3604
N -1.0330 2.0484 2.9290
H -0.0931 2.8085 0.7252
H -0.1184 4.5053 1.0906
H -1.4080 1.8466 3.8376
H -0.8073 1.3008 2.2906
C -6.2816 1.3940 -1.6815
O -5.1402 0.9737 -1.8143
N -6.8247 2.2831 -2.5756
N -7.0820 1.0454 -0.6482
H -7.7714 2.6098 -2.5216
H -6.2662 2.5275 -3.3719
H -6.6952 0.4510 0.0610
H -7.9867 1.4478 -0.4930
C -1.4114 3.0864 6.9880
O -0.4099 2.4316 6.7522
N -1.8868 4.0481 6.1511
N -2.1499 2.8812 8.1304
H -2.7251 4.5607 6.3456
H -1.3816 4.2450 5.2949
H -1.8266 2.1734 8.7615
H -2.9760 3.4008 8.3546
C 5.8598 -6.6061 -5.4152
O 5.6068 -7.6315 -4.8053
N 5.9562 -6.5734 -6.7802
N 6.0645 -5.4170 -4.7775
H 6.1672 -5.7431 -7.2990
H 5.8113 -7.4361 -7.2693
H 6.0107 -5.4364 -3.7741
H 6.2714 -4.5552 -5.2444
C -6.1630 4.2828 1.3679
O -6.5154 3.1761 1.7386
N -5.9524 4.5910 0.0501
N -5.9420 5.3059 2.2456
H -5.6554 5.4962 -0.2598
H -6.0694 3.8574 -0.6243
H -6.0575 5.1034 3.2206
H -5.6203 6.2133 1.9690
```

Its maximum force is 0.35 eV/A. For the energy above the lowest of the compared OMol25 structures with the same formula, charge and spin, the calculation gives 0.0 kJ/mol. Its HOMO-LUMO gap is 9.5 eV. The HOMO energy is -9.2749 eV. Its lowest unoccupied orbital energy is 0.0086 Ha. The energy is -70565.323 eV.


Entry 6:
C44H94F28N10O8P4S4 | ωB97M-V/def2-TZVPD

```
192
Properties=species:S:1:pos:R:3
C 6.1366 -5.9878 -1.9165
C 5.3654 -4.6728 -2.2676
N 6.2759 -3.6659 -2.0766
C 6.5307 -2.9380 -0.9566
C 7.5575 -2.0511 -1.1876
N 7.8585 -2.1563 -2.5130
C 7.0954 -3.1436 -3.0464
C 9.0378 -1.5752 -3.0823
H 5.4374 -6.8178 -1.8149
H 6.6628 -5.9593 -0.9623
H 6.9451 -6.1653 -2.6258
H 4.6405 -4.5859 -1.4583
H 4.7319 -4.5119 -3.1399
H 5.9110 -3.1261 -0.0923
H 8.0341 -1.3008 -0.5742
H 7.3269 -3.4908 -4.0425
H 9.9085 -2.2183 -3.2106
H 9.4226 -0.8918 -2.3254
H 8.9310 -1.1207 -4.0672
C 3.8646 -0.1996 -1.1909
C 2.6987 -0.6315 -2.0513
N 1.4258 -0.4943 -1.4070
C 1.0086 -1.1255 -0.2728
C -0.2520 -0.6776 0.0296
N -0.6651 0.2689 -0.9683
C 0.3797 0.2814 -1.8741
C -1.9535 0.9858 -1.0157
H 3.7475 0.7906 -0.7505
H 4.8142 -0.1913 -1.7259
H 3.9788 -0.9208 -0.3816
H 2.9104 -1.6322 -2.4281
H 2.7879 -0.1549 -3.0275
H 1.6167 -1.9254 0.1233
H -0.9482 -0.9525 0.8081
H 0.3607 0.8079 -2.8169
H -2.5632 0.8029 -1.9005
H -1.6441 2.0273 -0.9279
H -2.5453 0.8479 -0.1107
C -4.7047 -2.1792 -3.4376
C -3.8792 -3.5016 -3.3848
C -4.0900 -4.1805 -2.0358
N -3.1907 -5.4712 -1.8537
C -2.9559 -5.5325 -0.3581
C -1.7327 -5.4832 -2.4794
C -1.6732 -6.7662 -3.2616
C -2.8128 -7.6938 -2.7719
C -3.8813 -6.7122 -2.4318
H -4.8038 -1.8571 -4.4742
H -4.1806 -1.4106 -2.8697
H -5.6340 -2.2265 -2.8699
H -2.9219 -3.3576 -3.8857
H -4.4658 -4.1218 -4.0626
H -5.1656 -4.3566 -2.0203
H -3.7866 -3.3742 -1.3681
H -2.4190 -6.4449 -0.0988
H -3.9160 -5.5308 0.1579
H -2.3357 -4.6736 -0.1014
H -1.0090 -5.5323 -1.6657
H -1.4301 -4.5280 -2.9085
H -0.6312 -7.0812 -3.2063
H -1.8237 -6.5059 -4.3093
H -2.5112 -8.2140 -1.8628
H -3.2120 -8.3796 -3.5191
H -4.7073 -7.0379 -1.7997
H -4.4184 -6.3393 -3.3039
C -5.8735 0.9531 4.7352
C -6.1363 1.8856 3.4632
C -4.8679 2.5288 2.9211
N -5.0896 3.5114 1.7213
C -5.7336 4.8083 2.3089
C -3.8513 3.8921 0.8549
C -4.4558 4.3895 -0.5253
C -5.8351 3.8635 -0.5065
C -5.9911 2.9892 0.7136
H -4.9145 0.4382 4.6775
H -6.6977 0.2522 4.8678
H -5.7240 1.4973 5.6677
H -6.8014 2.6229 3.9127
H -6.7089 1.3914 2.6784
H -4.1727 1.7288 2.6666
H -4.3158 3.0625 3.6947
H -6.7027 4.5523 2.7374
H -5.9373 5.4937 1.4862
H -5.1991 5.2834 3.1316
H -3.2499 4.6367 1.3764
H -3.2092 3.0200 0.7312
H -4.5089 5.4686 -0.3809
H -3.8303 4.2606 -1.4085
H -6.4211 4.7817 -0.4669
H -6.1454 3.3916 -1.4387
H -6.9174 2.9779 1.2881
H -5.6598 1.9563 0.6065
C 2.2042 3.6886 -1.3020
C 1.2238 4.8177 -0.9125
C 1.4745 5.5757 0.4174
N 0.5873 6.8931 0.6212
C -0.8952 6.5258 0.5432
C 1.0710 7.8316 -0.5208
C 0.9796 9.2184 0.1549
C 1.3762 9.0356 1.6247
C 1.0599 7.6397 1.9544
H 3.1564 4.0907 -1.6480
H 1.6799 3.1568 -2.0960
H 2.2122 3.0917 -0.3900
H 0.2273 4.3831 -0.8342
H 1.2354 5.4999 -1.7625
H 2.5507 5.7472 0.3949
H 1.3320 5.0739 1.3745
H -1.1327 5.6064 0.0080
H -1.4931 7.3512 0.1569
H -1.1592 6.3097 1.5785
H 0.3685 7.7622 -1.3514
H 2.1214 7.5985 -0.6949
H -0.0183 9.6565 0.1396
H 1.6548 9.8847 -0.3821
H 0.8682 9.7966 2.2171
H 2.4112 9.3255 1.8063
H 0.2525 7.6561 2.6864
H 2.0369 7.2594 2.2526
C 3.6550 -2.2358 5.5780
C 2.1983 -2.1997 5.0344
C 1.3942 -3.3372 5.6205
N -0.0964 -3.4183 5.0901
C -0.8728 -2.2063 5.7455
C -0.3636 -3.5715 3.5727
C -1.3916 -4.7338 3.4531
C -1.0957 -5.7033 4.5587
C -0.7659 -4.7130 5.6879
H 4.0300 -3.2477 5.4245
H 3.6938 -1.8562 6.5990
H 4.2857 -1.6544 4.9055
H 2.4221 -2.2755 3.9703
H 1.6905 -1.2515 5.2113
H 1.5058 -3.5651 6.6806
H 1.7338 -4.1889 5.0311
H -0.5785 -2.2052 6.7950
H -1.9333 -2.3501 5.5386
H -0.5889 -1.3674 5.1101
H -0.7395 -2.6227 3.1897
H 0.5378 -3.6831 2.9701
H -2.4464 -4.4613 3.4892
H -1.2875 -5.0932 2.4293
H -1.8982 -6.3793 4.8538
H -0.3314 -6.3938 4.2020
H -1.4814 -4.3845 6.4417
H -0.0604 -5.2534 6.3190
N -0.9057 3.5008 -5.6065
S -1.6654 3.1463 -4.1180
O -3.0972 3.3325 -3.8901
O -0.7974 3.4031 -2.9380
F -1.6342 1.5698 -4.3049
S -1.0711 5.0708 -5.3473
O -0.1711 5.7214 -4.3855
O -2.3937 5.6911 -5.4850
F -0.4185 5.5512 -6.6940
N 1.4749 2.4444 -7.2383
S 2.4510 1.8815 -5.9720
O 3.3068 2.8085 -5.2120
O 2.8626 0.4381 -5.9963
F 1.1870 1.9370 -4.9752
S 2.5854 2.9698 -8.0601
O 3.2404 1.9195 -8.7491
O 3.3523 4.1123 -7.6021
F 1.7363 3.5185 -9.2896
P -4.0288 -1.8953 1.5318
F -3.3679 -1.4439 0.0764
F -5.1438 -2.9015 0.9427
F -2.9779 -3.1890 1.6137
F -4.6038 -2.2006 2.9859
F -2.9725 -0.9539 2.4211
F -5.2011 -0.6926 1.4507
P 2.2469 -5.2126 0.3295
F 2.1548 -6.3087 1.4480
F 3.8261 -5.4916 0.3827
F 2.0784 -6.3240 -0.8294
F 2.4357 -4.0427 -0.7728
F 0.5902 -4.9182 0.3739
F 2.4655 -4.1458 1.4989
P 6.6760 1.0249 1.4782
F 8.2253 0.6396 1.4495
F 6.6331 1.3606 -0.1406
F 6.2005 -0.5018 1.1375
F 5.0535 1.2882 1.5085
F 6.7553 0.8176 3.0604
F 6.8783 2.5868 1.8360
P -0.2405 2.6263 2.8741
F 0.7710 1.6713 1.9785
F -1.5706 1.6888 2.4589
F -0.1083 1.8070 4.2961
F -1.2432 3.6062 3.7716
F 0.8507 3.7176 3.4774
F -0.6149 3.5743 1.6043
```

Its maximum force is 8.10 eV/A. Its HOMO-LUMO gap (spin up / spin down) is 1.5 / 5.8 eV. The HOMO energy (spin up / spin down) is -0.7496 / -5.0063 eV. As for the expectation value of S²: 0.76. The spin multiplicity is 2. The total charge is -1. Its lowest unoccupied orbital energy (spin up / spin down) is 0.0274 / 0.0274 Ha. The energy is -235032.738 eV.